(1)
A structure of composition C23H23N6O6S3Tl at a distorted geometry. Source: OMol25; level of theory: wB97M-V/def2-TZVPD.

Geometry as XYZ:
```
62
Properties=species:S:1:pos:R:3:mulliken_charge:R:1
N 1.5124 -0.8266 -1.1165 -0.122
C -3.2534 -0.4020 -0.6268 -0.813
H -0.5293 -0.0598 4.8057 0.606
N -1.8453 3.2258 -3.9084 0.617
H -6.3361 2.6608 -3.8778 0.373
C 0.0358 0.1615 2.7630 0.493
C 1.5425 1.8176 2.2206 0.657
C -5.6016 3.4878 -5.7114 -0.412
C -5.4677 2.9950 -4.4243 -0.903
O 2.3514 1.8871 -0.0098 -0.383
C -3.1451 -0.5113 -2.1458 -0.205
H 4.1192 -2.7411 -1.4182 0.449
C -0.7954 -1.0360 2.2411 0.174
H -2.7557 0.9076 0.8708 0.254
H -6.5731 3.5067 -6.1824 0.385
C 2.9538 -1.2819 0.8608 -0.937
H 3.2825 -0.2673 1.0766 0.098
H 3.5706 -3.1833 -4.0962 0.361
H 2.2594 3.0716 3.7966 0.615
S -0.3967 2.5923 -6.0835 -0.356
C 0.0646 0.5129 4.1093 -0.848
N 1.4780 -1.1888 -2.4051 0.419
H -2.7993 -1.2788 -0.1611 0.325
C -0.6974 3.1013 -2.0581 0.216
O -0.7810 -1.1827 0.9843 -0.554
O -1.3708 -1.7180 3.0646 -0.755
N -2.5563 0.7869 -0.1187 -0.319
H -2.8623 1.6290 -0.6084 0.141
H -4.3153 -0.3678 -0.3486 0.516
H -3.5305 0.4017 -2.6058 -0.214
Tl -0.0989 0.5711 -0.3315 1.668
H -2.3707 4.2845 -6.3225 0.413
H 1.8156 -3.1542 -4.3430 0.318
C -1.7066 -0.6905 -2.6486 0.589
H 3.7656 -1.9667 1.0970 0.401
C 2.5787 -1.4111 -0.5704 0.682
H 0.6823 -0.9286 -2.9884 0.125
C -4.4887 3.9664 -6.3820 -0.670
H -4.1091 2.5615 -2.8258 0.473
C 2.6838 -2.5574 -4.0701 -1.328
C -0.6684 2.8737 -4.4998 0.301
C 2.3438 2.3770 1.0962 -0.142
H 3.5310 3.7895 0.6482 0.389
C 1.6141 2.2502 3.5367 -0.750
C 3.2329 -2.1575 -1.5508 -1.578
C -3.2336 3.9041 -5.8031 -0.534
O -1.3777 -1.6437 -3.3265 -0.688
H 0.8524 1.9321 5.5139 0.457
H -4.5967 4.3969 -7.3650 0.378
O -0.8867 0.2771 -2.3757 -0.791
C 0.8362 1.5984 4.4871 -0.471
C 2.4958 -1.9999 -2.7124 1.007
O 3.0689 3.4338 1.4260 -0.489
C -3.0983 3.3493 -4.5385 0.365
H 2.7861 -1.7583 -4.8029 0.313
N 0.7352 0.8242 1.8642 0.142
S -0.3882 3.1452 -0.3648 -0.272
N -1.8414 3.3327 -2.5722 -0.765
H 2.0964 -1.5113 1.4905 0.141
H -3.7397 -1.3568 -2.4934 0.409
C -4.2221 2.9287 -3.8339 0.115
S 0.5524 2.7099 -3.2348 -0.090
```

Values from the calculation:
F_max: 0.025 hartree/bohr
net charge: 0
frontier orbital gap: 6.6 eV



(2)
A structure of composition C38H40BIrN7OS at a distorted geometry. Source: OMol25; level of theory: wB97M-V/def2-TZVPD.

Geometry as XYZ:
```
89
Properties=species:S:1:pos:R:3:mulliken_charge:R:1
C -3.9857 -1.4745 -1.7998 -1.082
C 0.5450 -1.8479 -3.7876 0.364
H 5.2409 -2.4807 -0.6580 0.255
H 2.9825 -3.4006 -0.4934 -0.038
H 4.0809 -3.9366 -2.7022 0.236
C 4.1146 0.3913 0.4948 -1.816
C 2.4583 2.3497 0.4123 -1.016
C -4.7692 1.2508 4.1963 -0.459
H 0.4848 2.7191 4.9616 0.454
H -1.6335 0.4211 5.1485 0.457
H 1.9903 -5.4780 0.3744 0.247
C 0.8603 -3.8691 1.1772 0.915
Ir 0.0175 -0.1902 -0.7296 3.996
H 2.5824 2.6431 1.4542 0.430
H 2.0328 1.8199 -2.3486 0.587
H -2.5874 3.0816 -3.6258 0.412
O -0.5950 1.1055 1.1970 -1.546
H 1.4506 -3.2767 -5.2116 0.539
H -5.5731 -0.2927 -2.7052 0.477
H -0.6857 4.4531 -4.3263 0.414
H -2.2358 -2.3508 -0.9622 0.804
C -0.1514 3.9000 1.8528 -0.274
N 2.0493 -0.0455 -0.2045 -0.043
H 1.4247 2.4967 0.1166 -0.146
H -2.8538 -1.7265 1.0822 0.223
H -2.5540 -2.4724 2.6567 0.413
H 3.2538 -4.8083 -3.9931 0.362
C -3.7343 0.7762 -2.5718 -1.251
H 2.7983 -4.5954 1.6688 0.232
H 6.0033 -1.5316 0.6265 0.355
C 0.4225 3.4199 4.1438 -0.467
C -2.1650 1.3456 3.2913 0.166
C -2.6801 -1.4586 -1.3832 -0.523
C -2.1196 -1.8579 1.8727 -0.971
C 0.7817 3.2311 -3.3441 -0.913
N -1.8886 -0.3848 -1.4638 0.437
C 4.0176 -0.9585 0.1905 1.172
C -1.5903 2.8269 -3.3056 -0.658
H 3.0935 3.0041 -0.1827 0.388
C 1.0124 2.0848 -2.5778 -0.611
H 1.4683 -5.6954 2.0486 0.367
C -1.3827 1.6575 -2.5257 0.470
C 0.2589 5.2097 2.0290 -0.699
C 2.8607 0.9318 0.2319 0.575
H -0.5276 3.5585 0.9003 0.298
H -0.7188 -4.3030 2.6503 0.546
C -2.3778 0.7391 -2.1647 0.518
C 0.8291 4.7322 4.3131 -0.666
H 4.9732 0.9129 0.8631 0.566
C 5.0748 -1.9926 0.3001 -1.373
N 1.6916 -2.5196 -2.0711 0.732
C 0.7568 5.6230 3.2538 -0.568
C -0.4201 -1.0890 -4.6231 -0.845
H -1.1844 -1.7613 -5.0121 0.330
H -3.9585 0.3351 5.9573 0.427
H 1.6175 3.8190 -3.6872 0.467
H -2.9522 2.2318 1.5129 0.397
H -4.5748 -2.3683 -1.6904 0.517
C -0.8691 -2.4975 1.3891 0.637
S -0.4560 1.2624 2.6775 -0.243
C -0.3174 -3.6780 1.8801 -1.637
H -5.2823 2.1696 2.3272 0.445
H 0.0965 -0.6447 -5.4729 0.358
H 0.2012 5.8944 1.1993 0.472
C 2.0947 -3.2836 -3.1066 1.061
N 0.9874 -2.8447 0.3168 0.462
N 0.7517 -1.6518 -2.4884 0.108
N -0.0554 -2.0035 0.4471 0.166
C -0.0366 1.3274 -2.1132 0.304
C -3.7426 0.7638 4.9909 -0.667
C 3.1252 -4.3482 -3.0180 -1.286
N 2.7630 -1.1921 -0.2289 0.748
B 2.1718 -2.5632 -0.6222 -1.727
C 1.8375 -4.9738 1.3250 -1.343
C 1.3812 -2.8820 -4.2197 -1.862
C -3.1812 1.8350 2.4904 -0.142
C -4.4866 1.7892 2.9503 -0.889
H -0.8963 -0.3029 -4.0488 0.057
H -1.9074 -0.8758 2.2839 -0.143
H -5.7883 1.2135 4.5518 0.429
H -4.0932 1.6597 -3.0731 0.486
H 4.7956 -2.7594 1.0209 0.244
C -2.4349 0.8094 4.5397 -0.067
C -0.0622 3.0164 2.9118 0.886
C -4.5426 -0.3023 -2.3876 -0.537
H 2.8288 -5.1155 -2.3071 0.251
H 1.0908 6.6396 3.3900 0.419
H 1.2229 5.0465 5.2672 0.431
C -0.5255 3.5875 -3.6999 -0.999
```

Values from the calculation:
F_max: 0.069 hartree/bohr
net charge: +1
frontier orbital gap: 7.7 eV
relative energy (zero: lowest compared OMol25 entry of this formula, charge and spin): 26.0 kcal per mole



(3)
A cluster of 2 separate species, C9H13N5O5 in total at a distorted geometry. Source: OMol25; level of theory: wB97M-V/def2-TZVPD.

Geometry as XYZ:
```
32
Properties=species:S:1:pos:R:3:mulliken_charge:R:1
H -1.2386 4.0129 4.0603 0.384
N 1.9684 -0.0048 -0.0029 0.808
H -1.2909 1.4021 5.7009 0.322
O 2.3041 3.0196 2.5524 -0.502
C -1.7934 2.2217 5.1770 -1.115
O -3.6807 -0.6905 1.9330 -0.582
H -2.4389 1.8059 4.3968 0.257
N -2.7453 0.0302 1.5222 0.981
H 3.0905 3.5785 2.4598 0.309
C -1.4662 -0.5485 1.2453 0.004
H -0.6045 1.1891 0.2155 0.707
N -0.1237 2.1770 2.4874 -0.323
H 1.9931 3.7516 4.4784 0.357
H -1.9754 -2.4210 2.2064 0.495
O 2.2905 1.0084 -0.5947 -0.624
N 2.3114 -2.0941 0.9800 -0.492
C -1.1675 -1.8614 1.7297 -0.316
H 1.0122 4.5265 3.1487 0.334
H 0.5902 2.0185 1.7884 0.206
H -0.2282 3.6630 5.4736 0.364
H -1.0871 1.9108 2.3098 0.074
C 0.3178 2.5880 3.7533 0.526
N 0.0420 -2.4220 1.7039 -0.592
C -0.7676 3.2034 4.6334 -0.789
C -0.4495 0.2086 0.6432 -0.161
C 1.4558 3.5922 3.5299 -0.812
C 0.9946 -1.7489 1.0577 0.486
O 2.9284 -1.0124 0.3047 -0.163
C 0.7411 -0.4676 0.4520 -0.020
O -2.8824 1.2782 1.3555 -0.597
H -2.4251 2.7557 5.8895 0.362
H 0.7375 1.7185 4.3059 0.114
```

Values from the calculation:
F_max: 0.063 hartree/bohr
net charge: 0
frontier orbital gap: 6.5 eV



(4)
The molecule C3H5F2N3 at a distorted geometry. Source: OMol25; level of theory: wB97M-V/def2-TZVPD.

Geometry as XYZ:
```
13
Properties=species:S:1:pos:R:3:mulliken_charge:R:1
H 0.4552 1.2717 1.1484 0.282
F -2.5570 -1.1694 -0.0581 -0.346
C -1.0524 -0.8574 0.2728 0.318
C -0.7892 0.4417 -0.5232 -0.846
H -1.2806 -0.6840 1.4338 0.255
C 0.6248 0.9419 0.0367 -0.444
N 1.5950 -0.0908 -0.0150 0.611
F 2.9444 0.0636 0.1236 -0.228
N 1.2733 -1.3535 -0.0805 -0.304
H -0.8435 0.1475 -1.4748 0.427
H -1.3759 1.2692 -0.2758 0.344
N 0.0587 -1.7243 0.0019 -0.389
H 0.9474 1.7439 -0.5897 0.321
```

Values from the calculation:
F_max: 0.112 hartree/bohr
net charge: 0
frontier orbital gap: 10.0 eV
relative energy (zero: lowest compared OMol25 entry of this formula, charge and spin): 107.0 kcal per mole



(5)
The molecule C5H8N2O2 at a distorted geometry. Source: OMol25; level of theory: wB97M-V/def2-TZVPD.

Geometry as XYZ:
```
17
Properties=species:S:1:pos:R:3:mulliken_charge:R:1
C 1.5958 -0.6674 0.1623 0.429
H 0.7013 -2.3323 0.6360 0.291
O 2.2105 1.3534 -0.9997 -0.529
H -0.6571 0.3113 -0.9351 0.330
N -0.9134 -1.2639 0.3449 -0.771
C -1.3883 -0.4099 -0.4568 0.069
H -3.3661 -0.9557 0.1507 0.304
H 2.6879 0.6588 -1.4215 0.343
C 1.3723 1.5028 1.1945 -0.755
N 0.4330 -1.3538 0.4285 0.236
H -3.2434 -0.4059 -1.6674 0.259
H 0.9652 0.9491 2.1122 0.224
H -3.2681 0.8066 -0.4270 0.226
H 1.5067 2.5400 1.2320 0.355
O 2.6134 -1.2749 0.0835 -0.579
C 1.6787 0.8403 0.1558 0.454
C -2.9283 -0.2983 -0.5931 -0.884
```

Values from the calculation:
F_max: 0.087 hartree/bohr
net charge: 0
frontier orbital gap: 10.1 eV
relative energy (zero: lowest compared OMol25 entry of this formula, charge and spin): 81.3 kcal per mole



(6)
The molecule C9H6O2S2 at a distorted geometry. Source: OMol25; level of theory: wB97M-V/def2-TZVPD.

Geometry as XYZ:
```
19
Properties=species:S:1:pos:R:3:mulliken_charge:R:1
S -0.1624 2.8110 -0.2002 -0.174
H -0.5141 -2.0614 -0.4838 0.136
O 0.9241 -1.7122 0.8045 -0.509
C -2.4222 -1.6571 -0.5561 -0.309
H -4.2469 -1.4169 0.7105 0.327
C 1.2181 0.6032 0.0683 0.081
H 2.1741 3.7103 -0.0056 0.392
C 1.4328 -0.8238 0.2991 0.278
H 3.1688 -1.8862 0.2638 0.338
C -1.2584 0.2247 -0.0830 0.903
S -2.8209 0.6124 0.3920 -0.207
C -0.1188 1.1021 -0.0111 0.215
C 2.1619 1.6841 0.0119 -0.570
C -3.4378 -0.9406 0.0459 -0.348
C 1.5792 2.8442 -0.2466 -0.397
H 3.1874 1.6030 0.2018 0.482
O 2.8692 -0.8910 0.1070 -0.529
C -1.1839 -1.0451 -0.6735 -0.410
H -2.5502 -2.7607 -0.6448 0.301
```

Values from the calculation:
<S²>: 2.05
F_max: 0.171 hartree/bohr
net charge: 0
frontier orbital gap (alpha / beta): 6.4 / 6.5 eV
spin multiplicity: 3



Number 1: DFT total energy -3037.35380 Eh. Number 2: DFT total energy -2457.88276 Eh. Number 3: DFT total energy -1000.43483 Eh. Number 4: DFT total energy -481.10110 Eh. Number 5: DFT total energy -455.22898 Eh. Number 6: DFT total energy -1293.21808 Eh.